Entry from OMol25: one molecule with the formula C4H12N2O in a non-equilibrium geometry (ωB97M-V/def2-TZVPD).

Its relative energy (zero: lowest compared OMol25 entry of this formula, charge and spin) is 1.5209 eV. As for the HOMO energy: -8.67 eV. The calculation puts the total energy at -344.32913 hartree. The value obtained for the LUMO energy is 0.98 eV. The largest force on an atom comes out at 0.0219 Eh/bohr. Its SMILES is NCCNCCO.

Structure (ORCA input):
```
! wB97M-V def2-TZVPD RIJCOSX def2/J DEFGRID3
* xyz 0 1
N -0.36 -1.14 1.74
C 0.95 -0.97 1.10
C 1.27 0.47 0.79
N 0.26 1.04 -0.05
C 0.03 0.62 -1.41
C -1.42 0.30 -1.67
O -1.88 -0.84 -0.99
H -1.38 -0.95 -0.17
H -0.26 -1.36 2.72
H -0.88 -0.27 1.73
H 1.72 -1.39 1.77
H 0.93 -1.55 0.16
H 2.27 0.47 0.34
H 1.28 1.05 1.70
H 0.09 2.03 0.07
H 0.64 -0.25 -1.64
H 0.31 1.45 -2.08
H -2.03 1.15 -1.35
H -1.51 0.14 -2.76
*
```

---

Entry from OMol25: C4H12N2O as an isolated structure in a non-equilibrium geometry (ωB97M-V/def2-TZVPD).

Its relative energy (zero: lowest compared OMol25 entry of this formula, charge and spin) is 7.8883 eV. As for the HOMO energy: -8.34 eV. The calculation puts the total energy at -344.09513 hartree. The value obtained for the LUMO energy is -0.71 eV. The largest force on an atom comes out at 0.1169 Eh/bohr.

Structure (ORCA input):
```
! wB97M-V def2-TZVPD RIJCOSX def2/J DEFGRID3
* xyz 0 1
C 0.71 0.88 -0.28
C -0.36 1.53 0.57
C -1.23 0.54 1.39
O -0.85 0.50 2.86
N 0.29 0.33 -1.40
C 0.77 -0.99 -1.74
N -0.17 -1.97 -1.18
H 1.57 1.56 -0.39
H 1.18 -0.19 0.39
H -1.02 2.14 -0.04
H 0.07 2.17 1.34
H -1.43 -0.37 0.81
H -2.20 1.03 1.46
H -0.23 0.05 2.19
H 1.65 -0.55 0.97
H 0.79 -1.08 -2.83
H 1.74 -1.19 -1.27
H -0.21 -2.84 -1.70
H -1.09 -1.55 -1.15
*
```

---

Entry from OMol25: a 2-piece molecular cluster, C4H12N2O overall in a non-equilibrium geometry (ωB97M-V/def2-TZVPD).

Its relative energy (zero: lowest compared OMol25 entry of this formula, charge and spin) is 2.8297 eV. As for the HOMO energy: -7.99 eV. The calculation puts the total energy at -344.28103 hartree. The value obtained for the LUMO energy is 0.98 eV. The largest force on an atom comes out at 0.0642 Eh/bohr. Its SMILES is N/C=C/CCN.O.

Structure (ORCA input):
```
! wB97M-V def2-TZVPD RIJCOSX def2/J DEFGRID3
* xyz 0 1
C -0.67 1.60 0.69
C -1.48 0.43 0.19
C -0.75 -0.87 0.20
C -0.86 -1.70 -0.85
N -0.46 -3.05 -0.63
N 0.40 1.85 -0.31
H -0.21 1.38 1.70
H -1.29 2.51 0.72
H -2.12 0.19 1.08
H -2.09 0.63 -0.70
H 0.03 -0.85 0.98
H -0.79 -1.30 -1.86
H 0.24 -3.40 -1.27
H -0.22 -3.22 0.34
H 0.50 0.99 -0.86
H -0.03 2.46 -1.01
H 2.71 0.73 0.04
H 3.77 1.25 0.83
O 3.33 0.39 0.71
*
```

---

Entry from OMol25: one molecule with the formula C4H12N2O in a non-equilibrium geometry (ωB97M-V/def2-TZVPD).

Its relative energy (zero: lowest compared OMol25 entry of this formula, charge and spin) is 1.7278 eV. As for the HOMO energy: -9.21 eV. The calculation puts the total energy at -344.32153 hartree. The value obtained for the LUMO energy is 0.99 eV. The largest force on an atom comes out at 0.0420 Eh/bohr. Its SMILES is NC[C@H](N)CCO.

Structure (ORCA input):
```
! wB97M-V def2-TZVPD RIJCOSX def2/J DEFGRID3
* xyz 0 1
N -0.81 -1.26 0.30
C 0.17 -0.25 0.01
C -0.43 1.13 -0.37
C -1.01 1.93 0.77
O -2.24 1.40 1.27
C 1.22 -0.72 -0.98
N 2.25 -1.57 -0.30
H -1.80 -1.20 0.27
H -0.49 -1.93 0.98
H -2.30 0.48 0.97
H 0.70 -0.04 0.93
H -1.15 0.92 -1.15
H 0.41 1.67 -0.81
H -0.26 1.99 1.58
H -1.25 2.95 0.45
H 1.75 0.16 -1.36
H 0.76 -1.32 -1.77
H 2.72 -2.12 -1.01
H 1.76 -2.22 0.23
*
```